Below is 14 unconnected molecules or ions with the total composition C74H168F30N9O2P5 in a non-equilibrium geometry, with properties calculated with ωB97M-V with the def2-TZVPD basis set.

XYZ file:
```
288
Properties=species:S:1:pos:R:3:forces:R:3
P -2.255 5.492 1.113 -0.513 -3.489 -2.226
P 3.142 2.260 -2.843 2.064 0.507 -1.406
P 0.279 3.677 5.193 2.593 -2.558 2.138
P -5.529 0.729 0.105 0.723 0.565 0.065
P -0.078 -3.190 1.552 -1.058 0.115 -0.500
F -4.474 1.963 0.254 0.273 -0.559 -1.725
F 1.112 -2.105 1.560 -0.205 -0.207 -0.153
F 0.909 3.744 3.704 -0.471 0.449 0.529
F -1.708 6.875 1.439 0.854 1.866 -0.285
F -6.694 1.865 0.061 0.372 -1.410 0.203
F 1.729 3.178 5.804 1.910 0.948 -0.388
F -2.931 3.966 0.763 0.968 0.225 0.727
F 4.202 1.657 -3.952 -0.016 -0.861 0.116
F 0.695 5.188 5.512 -1.250 -0.540 -0.666
F -2.740 5.315 2.615 0.109 -0.495 0.583
F -1.242 -4.349 1.511 -1.156 0.698 0.250
F 4.011 1.553 -1.666 -0.773 0.116 -0.094
F -0.066 -3.277 3.137 -0.389 0.753 0.511
F 0.144 2.014 5.027 -0.987 -0.470 -0.865
F -0.139 -3.093 -0.122 0.529 -0.597 0.706
F -1.250 -2.048 1.516 0.618 -0.226 0.596
F -5.506 0.547 -1.460 0.707 1.052 -0.979
F 2.211 0.889 -3.088 0.545 0.677 1.321
F -3.687 5.987 0.640 -0.384 1.462 0.126
F -1.757 5.488 -0.503 -0.279 0.724 0.796
F 2.134 2.949 -1.815 0.436 -0.605 0.057
F -5.396 0.685 1.682 -1.496 -0.772 1.181
F -0.784 4.768 1.380 -0.814 0.375 0.767
F -0.184 3.423 6.758 -1.080 0.870 -0.002
F -4.188 -0.394 0.140 -1.273 0.744 -0.159
F -1.216 3.764 4.748 -0.185 1.496 -0.663
F 0.903 -4.448 1.544 1.556 0.038 -1.020
F -6.610 -0.499 0.088 0.135 0.264 1.066
F 2.332 2.878 -4.061 -0.782 0.965 -0.622
F 4.171 3.567 -2.853 -1.215 -0.635 0.826
O -0.453 -10.045 -1.261 1.134 0.393 0.203
O -0.942 -6.069 -2.985 -0.320 1.143 0.782
N 1.662 0.418 7.973 0.147 0.328 0.041
N 5.346 2.595 2.387 1.226 -0.699 1.030
N -1.016 1.401 -0.243 1.800 -0.010 0.789
N -1.192 -7.452 -0.605 -0.633 -1.250 -0.944
N 3.836 2.434 -7.649 0.441 2.233 -0.773
N -3.550 4.205 -5.830 1.253 0.382 -0.376
N -5.913 -3.984 1.198 0.346 1.706 -0.292
N 4.486 -3.864 -3.139 -0.369 0.534 0.480
N -4.759 2.005 4.581 0.693 -1.154 1.394
C -4.990 3.391 4.176 -0.171 1.289 -0.210
C -0.458 1.809 2.034 0.203 -0.411 1.847
C -4.902 -2.989 0.573 -0.093 -0.039 -0.317
C 5.497 -4.976 -2.807 0.559 0.651 -1.567
C 0.805 1.876 1.187 0.911 -1.308 -0.584
C -3.970 3.842 -4.416 -0.774 0.681 -0.310
C 6.609 1.749 2.534 0.790 0.651 0.279
C 5.394 3.388 1.159 0.334 0.827 -0.393
C 2.102 0.113 6.540 -0.218 1.673 -0.899
C -3.633 4.867 -3.300 0.168 -0.383 -0.618
C 5.075 2.681 -6.759 0.189 -1.410 -0.127
C 1.385 -1.058 5.835 0.526 -0.177 0.231
C 4.167 1.501 -8.719 0.236 -1.467 -0.255
C -0.644 -9.753 0.096 -0.674 -0.456 1.037
C 2.568 2.068 -6.958 -0.220 1.408 0.316
C -1.761 0.476 -1.067 -2.221 0.247 1.005
C 3.134 -4.392 -2.730 -1.314 0.288 -0.456
C -0.917 2.759 -0.754 -0.409 0.787 -1.464
C 5.508 -0.309 1.640 0.977 1.053 -0.352
C -4.232 4.542 -8.718 0.466 -0.293 0.404
C 1.100 0.430 -5.806 0.590 1.040 -0.797
C -4.381 1.821 6.080 -1.497 0.546 -0.785
C 6.752 0.670 1.517 -2.156 -1.753 -0.175
C -4.352 4.452 -2.019 -0.713 0.186 -0.808
C -5.164 -0.337 4.292 -0.462 1.313 -0.050
C -5.211 -2.977 -0.920 0.188 -0.012 0.631
C -2.439 -0.635 -3.073 -0.664 0.095 -1.073
C 4.144 4.379 3.701 -0.621 0.471 1.240
C -1.023 -5.992 -0.631 1.115 0.182 -0.717
C -4.287 5.394 -6.352 -0.428 1.428 0.251
C -4.194 -5.816 1.503 0.867 -0.261 0.182
C -1.564 0.475 -2.522 -0.243 0.881 -0.647
C -3.966 5.732 -7.823 -1.068 -1.093 0.957
C 6.955 -4.608 -3.177 -0.650 0.191 0.517
C 6.085 3.383 -7.645 -0.342 0.466 -1.035
C 0.424 -11.166 -1.537 -0.411 0.064 0.668
C 0.437 1.039 -0.061 -0.023 0.270 0.127
C -5.166 -4.837 2.132 -0.110 -1.051 0.799
C 4.574 -3.374 -4.569 0.050 -1.167 -0.619
C -1.460 -5.575 -4.210 -0.434 0.229 0.000
C 7.921 -5.669 -2.638 0.155 0.514 -0.681
C 3.762 3.836 -8.288 -0.618 0.078 -0.277
C 5.182 4.201 -8.596 0.565 1.922 1.367
C 3.495 2.266 8.175 0.339 0.328 -0.073
C -1.562 -5.374 -1.887 -0.105 0.176 -1.206
C 4.220 0.480 1.499 0.174 0.983 0.674
C 2.130 1.758 8.545 -0.690 0.470 0.759
C -3.406 3.369 -8.165 0.665 0.646 -2.122
C -6.929 -3.185 1.954 1.361 0.920 -0.074
C -0.498 -0.811 7.412 0.579 -0.841 -0.041
C 4.170 1.670 2.515 -0.765 -0.540 -0.019
C -3.346 -6.481 2.650 0.228 0.272 -0.407
C 2.298 -0.602 8.853 0.239 -0.690 -0.462
C 4.757 -2.666 -2.250 0.613 -0.577 -0.074
C -3.755 3.049 -6.766 -0.556 -0.237 0.544
C -5.926 1.060 4.423 1.816 -1.011 -0.831
C 2.256 -2.125 -2.132 0.952 0.649 1.081
C -3.091 2.472 8.031 0.821 -0.504 -0.815
C 2.511 0.678 -6.452 -0.787 -0.976 0.923
C -0.374 -8.262 0.348 -0.297 -0.225 0.819
C -3.598 1.438 3.730 -0.520 0.703 0.762
C -6.669 -4.619 0.055 1.490 -0.700 0.281
C -3.069 2.355 6.465 0.378 1.110 1.688
C -1.596 1.426 1.125 -0.452 -0.251 0.355
C -3.658 -0.045 3.982 -0.412 -0.724 -0.232
C 3.696 -1.626 -2.365 -0.655 0.623 -0.256
C 5.412 3.587 3.547 0.079 -0.629 -0.440
C -0.119 -0.944 5.943 -0.839 0.591 -0.597
C 4.406 5.585 4.619 1.377 0.442 -0.039
C 3.566 3.740 8.635 -0.082 -0.738 0.178
C -5.789 -4.338 -1.172 -1.040 -1.039 -0.209
C -2.069 4.571 -5.828 -0.491 0.423 1.132
C 1.973 -3.357 -2.945 1.062 -0.696 -0.238
C 0.162 0.405 8.087 -1.258 -0.197 -0.247
H -1.272 -4.485 -4.376 0.171 -0.758 0.225
H -1.957 0.421 1.320 -0.027 -0.149 0.027
H 3.299 4.536 -7.588 0.177 -0.412 0.335
H -0.197 -1.791 7.846 -0.086 0.680 0.322
H -0.074 0.394 9.151 0.108 0.125 0.068
H 5.547 -0.760 2.630 0.002 -0.398 -0.053
H 1.621 -1.309 -2.395 -0.631 0.533 -0.365
H 3.787 -2.688 -4.943 0.537 -0.138 1.114
H 2.878 -5.327 -3.251 0.538 0.298 -0.115
H 3.647 2.231 7.095 -0.002 -0.136 0.037
H -0.371 1.069 2.878 0.100 0.513 -0.961
H 3.171 -0.051 6.642 0.072 -0.085 -0.282
H -2.673 1.958 4.003 -0.247 -0.198 0.215
H 3.300 1.302 -9.347 0.018 0.253 -0.010
H -2.392 -0.773 -4.162 0.339 0.201 0.168
H 4.581 4.111 1.180 0.056 -0.130 -0.169
H -2.266 1.708 6.169 0.550 -0.179 -0.365
H -2.352 3.636 -8.312 0.012 -0.277 0.292
H 5.414 1.689 -6.522 0.151 -0.355 0.628
H 1.660 1.356 1.632 -0.332 0.229 0.229
H -5.059 3.637 -4.531 0.673 0.097 0.449
H 3.381 3.778 4.213 0.166 -0.026 -0.177
H 5.718 3.002 4.430 -0.568 0.299 -0.130
H 5.257 5.298 -8.443 0.203 -0.590 0.068
H -4.361 -2.741 -1.540 0.426 -0.040 -0.024
H -0.596 -7.908 1.373 0.030 -0.426 -0.477
H -0.510 0.390 -2.727 0.486 -0.156 -0.656
H -2.792 -5.672 3.170 -0.494 -0.449 -0.071
H 2.119 -0.376 9.899 -0.425 -0.218 -0.021
H -4.652 -4.183 2.838 0.011 0.164 -0.170
H -3.486 -5.332 0.796 -0.483 -0.015 0.525
H -1.946 1.463 -2.871 0.518 -0.639 -0.229
H 2.108 -2.210 -1.035 -0.056 -0.669 -0.560
H 1.713 -1.135 4.780 -0.062 0.439 0.477
H 5.006 1.839 -9.295 0.087 0.473 -0.412
H 6.769 1.023 0.497 0.040 0.551 -0.302
H 4.849 -3.085 -1.248 -0.058 0.134 0.147
H 7.418 -6.608 -2.757 0.036 -0.845 0.344
H -1.481 3.709 -5.521 -0.118 -0.047 0.260
H 3.739 -1.144 -3.354 0.165 0.023 0.368
H 2.534 2.782 -6.117 -0.310 -0.409 -0.314
H 1.893 -1.562 8.516 0.328 0.024 0.578
H -2.434 2.121 1.150 0.274 -0.142 -0.220
H 1.927 1.065 5.963 0.131 -0.955 0.641
H -2.569 4.750 -3.052 -0.059 0.423 -0.325
H -2.227 -1.602 -2.638 0.190 -0.273 0.326
H 1.124 2.888 0.946 -0.126 -0.025 -0.014
H -3.869 -3.209 0.846 -0.187 -0.518 -0.051
H 3.662 4.705 2.775 0.389 -0.009 -0.016
H 5.174 6.301 4.229 -0.540 -0.656 -0.101
H -3.922 -7.095 3.364 0.040 0.501 -0.333
H -4.790 -6.506 0.905 0.181 -0.453 0.124
H 1.828 -3.106 -4.025 0.277 -0.263 0.721
H -4.573 6.578 -8.106 0.022 0.378 -0.018
H -6.411 1.286 3.479 -0.126 0.094 0.174
H 5.585 -2.977 -4.684 -0.400 0.193 -0.140
H 4.803 3.208 -5.846 -0.259 0.061 -0.189
H 1.735 -1.996 6.276 -0.172 -0.112 0.096
H -4.000 3.874 4.085 -0.659 0.071 0.171
H 1.708 2.265 -7.617 0.499 0.135 -0.189
H -5.377 5.274 -6.159 0.737 -0.210 -0.270
H 5.487 4.063 -9.593 0.031 -0.395 -1.384
H -4.794 2.713 -6.721 -0.113 0.359 0.250
H 5.433 -5.215 -1.750 -0.382 0.050 0.025
H -6.380 -2.660 2.747 -0.488 -0.138 -0.131
H -5.109 -2.039 1.000 -0.153 0.602 0.365
H -0.619 2.750 2.544 -0.170 0.095 -0.292
H -6.400 -4.413 -2.074 0.116 0.086 -0.014
H -2.562 -5.717 -4.284 0.581 -0.079 0.109
H 3.245 2.249 2.339 0.622 -0.111 0.312
H -5.267 -0.939 5.180 -0.135 -0.216 0.268
H -5.012 -5.095 -1.245 0.142 -0.124 0.014
H -3.950 6.243 -5.738 -0.287 -0.308 -0.089
H -1.439 -5.559 0.238 -0.430 0.134 0.692
H -3.660 3.352 8.311 -0.321 -0.191 0.292
H 7.000 -4.505 -4.260 0.316 -0.133 -0.015
H -2.094 2.566 8.488 -0.227 0.176 -0.485
H -0.289 1.337 7.648 0.977 -0.759 0.250
H 3.352 -0.159 1.657 -0.097 0.026 0.226
H -2.537 -7.137 2.281 -0.498 0.195 -0.179
H 5.308 2.769 0.286 -0.001 -0.230 -0.366
H -2.203 -7.638 -0.459 0.646 -0.184 0.058
H 7.213 -3.649 -2.731 0.017 0.112 -0.130
H -1.578 -0.776 7.550 -0.025 0.319 0.057
H -7.353 -2.475 1.244 -0.036 0.079 0.288
H 4.463 -4.234 -5.236 0.242 -0.148 0.212
H -4.068 5.052 -1.177 0.284 0.103 0.204
H 3.249 0.608 -5.673 0.302 -0.252 0.472
H -5.433 4.525 -2.117 -0.159 -0.006 -0.104
H -1.882 3.091 -1.089 -0.421 0.234 0.072
H -3.944 4.879 -9.714 -0.172 -0.686 -0.195
H 4.848 5.249 5.580 -0.581 0.122 -0.293
H 5.561 -1.046 0.841 0.066 -0.299 0.234
H 1.398 -11.220 -1.004 -0.718 0.586 0.071
H 8.805 -5.713 -3.285 -0.079 0.066 0.359
H -2.650 -5.449 -2.117 0.274 -0.068 0.906
H 0.296 0.501 -6.560 0.348 -0.217 0.157
H -5.252 4.191 -8.677 -0.629 0.407 -0.316
H -1.752 4.854 -6.810 0.024 0.181 -0.302
H -3.049 -0.366 4.835 -0.037 0.343 -0.006
H -0.654 -1.782 5.484 0.399 -0.241 0.208
H 4.184 1.326 3.584 -0.080 0.197 -0.963
H -1.632 -0.497 -0.612 0.048 -0.376 0.058
H 1.441 2.559 8.280 -0.383 -0.424 -0.459
H 4.505 0.550 -8.310 -0.197 0.022 0.223
H -2.944 3.354 6.044 0.273 -0.241 0.054
H -0.484 -0.086 5.354 0.325 0.014 0.342
H 0.626 -11.074 -2.574 0.147 -0.245 -0.955
H -1.319 -4.278 -1.868 -0.020 -0.863 -0.052
H -5.674 3.950 4.856 0.661 -0.608 -0.245
H -3.486 1.525 8.411 -0.375 0.322 0.328
H 4.107 0.885 0.492 0.076 0.001 -0.044
H 1.075 -3.866 -2.636 -0.436 -0.143 0.191
H 0.054 -5.786 -0.581 -0.232 -0.073 -0.030
H 0.892 1.326 -1.003 0.461 -0.145 0.298
H -3.173 2.221 -6.418 0.514 -0.418 0.492
H 6.356 3.936 1.172 -0.563 -0.339 -0.235
H 3.946 -0.859 -1.628 -0.113 0.098 -0.228
H 0.587 -0.034 0.087 -0.422 0.035 0.256
H 2.769 -0.074 -7.197 -0.331 0.030 -0.191
H -5.452 3.402 3.179 0.211 -0.154 0.208
H -0.522 3.464 -0.041 -0.290 -0.177 0.225
H -6.848 -5.638 0.374 0.108 -0.461 -0.482
H 3.168 3.914 -9.196 -0.345 -0.774 0.046
H -0.959 -6.197 -4.920 0.059 0.017 -0.935
H 5.734 -2.274 -2.556 -0.268 -0.034 0.166
H -3.498 -0.407 -2.890 0.231 -0.065 0.266
H 0.687 -8.113 0.176 0.002 0.499 -0.348
H 2.854 4.386 8.118 0.287 -0.111 -0.388
H -5.701 -0.778 3.483 0.060 -0.793 -0.574
H -5.181 2.352 6.621 0.168 -0.228 -0.176
H -0.971 -7.879 -1.529 -0.188 0.463 0.166
H 6.683 2.729 -8.290 -0.213 -0.335 0.515
H -3.546 2.475 -8.777 -0.137 -0.030 0.101
H -3.431 2.935 -4.227 0.031 -0.719 0.255
H 2.008 1.633 9.659 0.291 0.132 -1.085
H 0.037 -10.316 0.775 -0.394 0.250 -0.494
H 6.587 1.401 3.575 -0.077 -0.363 -0.389
H -3.841 1.756 2.735 -0.089 -0.247 -0.557
H 6.282 4.182 3.291 0.027 0.440 0.045
H 7.663 0.109 1.628 0.446 -0.066 0.429
H 5.151 -5.796 -3.449 0.227 -0.161 0.460
H 3.520 6.184 4.779 -0.291 -0.177 0.232
H -1.947 5.427 -5.122 0.032 -0.841 -0.609
H -3.831 5.899 -3.658 0.023 -0.520 0.563
H -7.659 -3.848 2.335 -0.799 -0.615 0.497
H -2.921 5.948 -7.917 0.513 0.682 -0.087
H -6.616 1.103 5.258 0.085 0.266 0.126
H 3.221 3.740 9.665 0.392 0.313 0.398
H 7.515 2.366 2.468 -0.553 0.503 0.068
H 8.234 -5.477 -1.601 -0.257 -0.212 -0.382
H -4.476 0.756 6.289 -0.010 0.111 0.010
H -5.886 -5.417 2.734 0.060 0.187 -0.236
H -0.152 -12.057 -1.313 0.150 -0.387 -0.140
H -1.691 -10.056 0.357 0.656 0.388 0.077
H 4.279 1.704 8.687 0.105 -0.043 -0.166
H 1.059 -0.534 -5.315 -0.069 -0.072 0.157
H 3.228 -4.639 -1.662 -0.091 0.197 -0.272
H 3.397 -0.579 8.719 -0.650 0.019 -0.152
H 6.822 3.994 -7.142 -0.176 0.118 0.526
H 0.940 1.250 -5.087 -0.041 -0.602 -0.068
H -0.225 2.727 -1.581 0.024 0.174 -0.467
H -2.803 0.796 -0.882 0.447 -0.527 -0.124
H -5.918 -2.190 -1.083 -0.559 0.297 -0.295
H -4.126 3.411 -1.833 0.092 -0.315 0.344
H -7.625 -4.156 0.032 -0.671 0.561 -0.386
H -3.256 -0.627 3.133 -0.403 0.344 0.173
H 4.601 4.089 8.559 -0.404 0.201 0.117
```
Positions in Å, forces in eV/Å.

Output
**Total charge**: +4
**Maximum force**: 4.22 eV/Å
**Orbital gap**: 10.224 eV

Results of the Mulliken charge analysis, in e, for atoms 1 through 2: 1.80 1.68